The following is a DFT calculation (wB97M-V/def2-TZVPD) of a cluster of 6 separate species, C6H26N2O5 in total at a distorted geometry.

Last column: Löwdin charge in e.
Cartesian coordinates (Å):
1 C 0.16832 -1.25546 0.67407  -0.177
2 N 0.30095 -0.22931 1.75419  -0.027
3 C 0.75356 1.08081 1.21143  -0.431
4 C -0.18475 2.16060 1.75168  -0.076
5 C 2.24154 1.41098 1.59372  -0.032
6 C 1.26804 -1.28732 -0.39399  -0.249
7 N 0.76117 -0.89562 -1.73889  -0.114
8 C 1.94926 -0.87628 -2.67122  -0.084
9 H -0.80622 -1.28578 0.19336  0.084
10 H 0.34311 -2.17734 1.23985  0.116
11 H -0.62978 -0.09077 2.12260  0.089
12 H 0.64357 1.18911 0.12339  0.114
13 H -1.19044 2.15322 1.32363  0.048
14 H -0.09654 2.15006 2.83930  0.093
15 H 0.07426 3.15923 1.38327  0.087
16 H 2.78382 1.65605 0.69058  0.076
17 H 2.04887 2.26937 2.24164  0.069
18 H 2.72188 0.67902 2.21347  0.051
19 H 1.81465 -2.23131 -0.48991  0.113
20 H 2.14973 -0.69842 -0.10083  0.096
21 H 0.55666 0.09694 -1.60721  0.089
22 H 2.83801 -1.25411 -2.21655  0.068
23 H 1.98736 0.06307 -3.22024  0.081
24 H 1.65362 -1.51407 -3.50140  0.069
25 H -1.93507 -2.84743 -2.33807  0.067
26 H -1.10513 -1.58573 -1.84184  0.011
27 O -1.92768 -2.09776 -1.73388  -0.064
28 H -2.92712 1.55727 -1.15135  -0.018
29 H -3.00201 2.80871 -0.18559  0.038
30 O -2.47565 2.37955 -0.86159  -0.083
31 H -3.35063 0.13931 -2.40769  0.073
32 H -2.99441 -0.75720 -1.24969  0.020
33 O -3.60660 -0.02830 -1.49210  -0.084
34 H 2.30716 -0.99492 2.05501  -0.021
35 H 3.00950 -2.08621 1.33653  0.017
36 O 2.98835 -1.67588 2.20745  -0.059
37 H -3.78211 0.20367 0.42762  0.020
38 H -2.24306 0.41962 0.71024  -0.014
39 O -3.10619 0.29266 1.10902  -0.057

Values from the calculation:
frontier orbital gap: 9.743 eV
net charge: 0
spin multiplicity: 1
strongest force on any atom: 2.95 eV/Å
HOMO level: -9.399 eV
SMILES string: CNCCNC(C)C.O.O.O.O.O